C49H62BiFN4O3P2S2 | ωB97M-V with the def2-TZVPD basis set

Last column: Löwdin charge in e.
Element x y z (Å)
1 Bi -0.22791 -0.56915 -0.38222  1.543
2 C -0.07179 1.41953 -3.60337  -0.167
3 C -0.80884 0.23630 -4.22657  -0.526
4 C -1.77487 0.75217 -5.29240  -0.111
5 P -1.54380 -0.80479 -2.88127  1.026
6 C -1.82487 -2.50414 -3.56126  -0.519
7 C -2.06084 -2.61880 -5.06533  -0.104
8 C -2.92047 -3.22701 -2.78011  -0.104
9 C -3.14210 -0.11316 -2.42127  -0.295
10 C -4.21654 -0.11050 -3.31883  -0.072
11 C -5.48036 0.32799 -2.98041  -0.282
12 C -6.61177 0.34156 -3.97118  -0.055
13 C -5.65887 0.75460 -1.66268  -0.034
14 C -4.63102 0.74742 -0.74777  -0.034
15 C -3.33035 0.31605 -1.09008  -0.306
16 N -2.32981 0.23074 -0.13360  -0.202
17 C -2.45026 0.92588 1.08432  -0.380
18 C -2.84797 2.26166 1.14562  -0.043
19 C -2.89766 2.93066 2.35334  -0.038
20 C -2.51390 2.31513 3.54124  -0.273
21 C -2.53014 3.05322 4.85188  -0.048
22 C -2.08703 0.99623 3.47645  -0.038
23 C -2.06537 0.28797 2.27760  -0.294
24 P -1.38128 -1.38246 2.07549  1.020
25 C -0.40560 -1.72740 3.60355  -0.544
26 C 0.69818 -2.75032 3.32701  -0.124
27 C -1.24417 -2.13768 4.81548  -0.111
28 C -2.81685 -2.54745 2.12043  -0.511
29 C -2.34376 -3.99715 1.98920  -0.098
30 C -3.86646 -2.22473 1.06250  -0.097
31 H 0.39307 2.02730 -4.38392  0.085
32 H 0.71294 1.10374 -2.91485  0.001
33 H -0.75971 2.06103 -3.04656  0.058
34 H -0.07628 -0.43751 -4.68490  0.099
35 H -2.49728 1.44058 -4.85083  0.079
36 H -2.32423 -0.03955 -5.79656  0.053
37 H -1.21183 1.30237 -6.05024  0.081
38 H -0.87192 -2.98372 -3.32852  0.077
39 H -3.02429 -2.20162 -5.36656  0.065
40 H -2.07182 -3.67810 -5.33202  0.082
41 H -1.27581 -2.14430 -5.65362  0.068
42 H -3.90135 -2.77914 -2.95181  0.073
43 H -2.70630 -3.22640 -1.71322  0.044
44 H -2.96052 -4.26856 -3.10643  0.086
45 H -4.05115 -0.47814 -4.32501  0.093
46 H -6.32718 -0.16083 -4.89589  0.072
47 H -6.90797 1.36161 -4.22587  0.078
48 H -7.49388 -0.16400 -3.57387  0.077
49 H -6.64018 1.08579 -1.33866  0.116
50 H -4.83556 1.05991 0.26628  0.105
51 H -3.09426 2.77672 0.22600  0.123
52 H -3.20541 3.97059 2.37022  0.115
53 H -2.85666 4.08422 4.71590  0.075
54 H -1.53378 3.07353 5.29806  0.068
55 H -3.20571 2.57911 5.56661  0.079
56 H -1.74850 0.52031 4.38953  0.102
57 H 0.08582 -0.76901 3.80039  0.072
58 H 0.30372 -3.71160 2.99527  0.068
59 H 1.27738 -2.91599 4.23926  0.084
60 H 1.37624 -2.37014 2.56426  0.008
61 H -1.63662 -3.14895 4.69651  0.070
62 H -2.09035 -1.47430 4.99673  0.063
63 H -0.61691 -2.13486 5.70984  0.082
64 H -3.27060 -2.39772 3.10620  0.103
65 H -1.72875 -4.31474 2.83120  0.055
66 H -1.77040 -4.14900 1.07425  0.059
67 H -3.21721 -4.65315 1.95770  0.083
68 H -3.46048 -2.32948 0.05697  0.057
69 H -4.26279 -1.21506 1.16799  0.064
70 H -4.69616 -2.92803 1.16525  0.087
71 F 3.94006 1.86391 -3.69987  0.065
72 C 3.86748 0.92812 -2.72544  -0.201
73 C 3.13356 -0.19367 -2.93727  0.068
74 C 3.06174 -1.17859 -1.94265  -0.078
75 C 2.01720 -2.20977 -2.04045  -0.383
76 O 1.33448 -2.33149 -3.05547  0.030
77 C 1.82253 -2.96657 -0.81375  -0.092
78 C 2.75336 -2.89186 0.16675  0.001
79 N 3.80933 -2.03327 0.16751  0.000
80 C 4.63194 -1.94834 1.34839  -0.299
81 C 6.10991 -2.15016 1.19403  -0.088
82 C 5.26539 -3.21258 1.83732  -0.079
83 C 3.86416 -1.05334 -0.81213  -0.150
84 C 4.60873 0.11766 -0.61004  0.041
85 C 4.53323 1.16678 -1.50321  -0.146
86 N 5.05273 2.44756 -1.23178  -0.069
87 C 4.14540 3.57991 -1.48878  -0.110
88 C 3.47746 4.08428 -0.20162  -0.099
89 N 3.41684 2.95851 0.76780  0.026
90 C 4.77525 2.57688 1.23911  -0.095
91 C 5.73883 2.60583 0.03485  -0.135
92 C 0.51889 -3.67740 -0.50188  -0.642
93 O 0.52380 -4.77999 0.02345  0.049
94 O -0.51833 -2.94983 -0.75020  -0.265
95 H 2.56885 -0.32596 -3.85047  0.135
96 H 2.66266 -3.51730 1.04577  0.143
97 H 4.27275 -1.23522 2.08299  0.104
98 H 6.76719 -1.56148 1.81925  0.102
99 H 6.47360 -2.34392 0.19421  0.112
100 H 5.33066 -3.35184 2.90653  0.106
101 H 5.08022 -4.11211 1.26683  0.111
102 H 5.13982 0.22119 0.32126  0.090
103 H 3.36653 3.26577 -2.17288  0.111
104 H 4.69606 4.39631 -1.95921  0.131
105 H 2.45928 4.41468 -0.39632  0.105
106 H 4.03826 4.88412 0.28335  0.132
107 H 2.92238 2.13527 0.35051  0.070
108 H 2.81114 3.19093 1.56141  0.127
109 H 4.67480 1.60325 1.71450  0.100
110 H 5.07938 3.30398 1.99174  0.133
111 H 6.50727 1.84196 0.14344  0.129
112 H 6.25166 3.56862 0.00292  0.128
113 S 0.43897 2.30315 -0.39380  0.503
114 C 0.60089 2.66095 1.32578  -0.747
115 C 0.24630 3.94220 1.77361  -0.157
116 C 0.49170 4.36624 3.06903  -0.113
117 C 1.09139 3.49583 3.97131  -0.122
118 C 1.43454 2.21820 3.55950  -0.149
119 C 1.21240 1.77525 2.24586  -0.746
120 S 1.88434 0.23138 1.73615  0.538
121 H -0.22697 4.61263 1.06548  0.097
122 H 0.20595 5.36556 3.37452  0.099
123 H 1.28986 3.80714 4.98972  0.097
124 H 1.91329 1.53537 4.25151  0.092

As for the calculated total energy: -112729.7268 eV. Its HOMO-LUMO gap is 6.887 eV.